# 1
{"formula": "C36H56Br4O4", "method": "ωB97M-V with the def2-TZVPD basis set", "smiles": "c1ccccc1.c1ccccc1.c1ccccc1.c1ccccc1.BrCCBr.BrCCBr.CCO.CCO.CCO.CCO", "lumo_ev": 0.44, "homo_energy_ev": -9.044, "largest_force_ev_per_a": 2.48, "e_tot_ev": -326598.345, "symbols": ["C", "C", "C", "C", "C", "C", "H", "H", "H", "H", "H", "H", "C", "C", "C", "C", "C", "C", "H", "H", "H", "H", "H", "H", "C", "C", "C", "C", "C", "C", "H", "H", "H", "H", "H", "H", "C", "C", "C", "C", "C", "C", "H", "H", "H", "H", "H", "H", "Br", "C", "C", "Br", "H", "H", "H", "H", "Br", "C", "C", "Br", "H", "H", "H", "H", "C", "C", "O", "H", "H", "H", "H", "H", "H", "C", "C", "O", "H", "H", "H", "H", "H", "H", "C", "C", "O", "H", "H", "H", "H", "H", "H", "C", "C", "O", "H", "H", "H", "H", "H", "H"], "coordinates": [[0.976, 5.741, -2.336], [-0.346, 5.349, -2.519], [-1.093, 4.872, -1.438], [-0.493, 4.649, -0.213], [0.849, 4.997, -0.018], [1.491, 5.668, -1.065], [1.454, 6.306, -3.126], [-0.873, 5.466, -3.457], [-2.148, 4.649, -1.536], [-1.117, 4.265, 0.586], [1.392, 4.768, 0.888], [2.479, 5.971, -0.726], [-5.091, 4.297, 1.592], [-5.359, 4.145, 2.939], [-4.552, 3.313, 3.724], [-3.449, 2.680, 3.175], [-3.128, 2.945, 1.848], [-3.938, 3.746, 1.046], [-5.694, 4.924, 0.946], [-6.147, 4.691, 3.440], [-4.767, 3.191, 4.778], [-2.813, 2.127, 3.855], [-2.312, 2.407, 1.376], [-3.697, 3.755, -0.008], [-5.112, -3.188, -1.284], [-5.277, -2.039, -2.026], [-4.296, -1.047, -2.057], [-3.237, -1.138, -1.173], [-3.111, -2.261, -0.341], [-4.053, -3.269, -0.378], [-5.900, -3.926, -1.362], [-6.143, -2.014, -2.678], [-4.347, -0.206, -2.736], [-2.441, -0.405, -1.152], [-2.271, -2.277, 0.344], [-3.886, -4.097, 0.302], [-3.112, -3.117, 3.159], [-3.844, -1.954, 3.222], [-3.246, -0.700, 3.148], [-1.866, -0.632, 2.995], [-1.127, -1.819, 2.952], [-1.721, -3.059, 3.057], [-3.629, -4.069, 3.190], [-4.922, -2.078, 3.214], [-3.855, 0.194, 3.133], [-1.364, 0.327, 2.985], [-0.059, -1.676, 3.075], [-1.146, -3.967, 2.929], [-0.354, 1.296, -1.783], [-0.033, 0.972, 0.136], [1.405, 0.566, 0.233], [1.941, -0.187, 1.965], [-0.688, 0.165, 0.461], [-0.364, 1.894, 0.603], [2.100, 1.396, 0.120], [1.686, -0.159, -0.526], [5.692, 1.754, 0.858], [5.242, 2.022, -0.990], [4.312, 3.189, -1.157], [3.828, 3.569, -2.999], [4.924, 1.099, -1.475], [6.208, 2.196, -1.468], [4.682, 4.151, -0.804], [3.429, 3.069, -0.525], [2.486, 0.186, -4.240], [1.619, 1.364, -4.648], [0.330, 0.893, -5.059], [2.918, -0.315, -5.110], [1.874, -0.644, -3.860], [3.178, 0.372, -3.420], [1.997, 1.951, -5.486], [1.544, 2.105, -3.850], [-0.042, 0.340, -4.365], [2.554, -3.643, 3.670], [2.453, -4.903, 2.791], [1.526, -4.701, 1.734], [3.509, -3.582, 4.208], [1.861, -3.620, 4.512], [2.513, -2.751, 3.048], [2.140, -5.701, 3.471], [3.449, -5.174, 2.441], [0.783, -5.283, 1.918], [-0.082, -3.416, -2.481], [0.221, -3.761, -1.053], [0.647, -2.614, -0.322], [-0.659, -2.480, -2.450], [-0.703, -4.169, -2.956], [0.746, -3.122, -3.129], [1.035, -4.488, -0.901], [-0.626, -4.316, -0.625], [0.843, -2.868, 0.588], [4.512, -2.077, 0.427], [5.505, -2.389, -0.669], [5.295, -1.400, -1.690], [4.517, -2.844, 1.215], [3.538, -2.022, -0.050], [4.801, -1.257, 1.086], [5.391, -3.412, -1.054], [6.565, -2.416, -0.384], [6.091, -1.344, -2.227]], "mulliken_charge": [-0.564, -0.495, -0.346, 0.012, -0.423, -0.654, 0.464, 0.429, 0.301, 0.349, 0.506, 0.361, -0.454, -0.528, -0.430, -0.721, 0.613, -0.496, 0.365, 0.368, 0.393, 0.525, 0.128, 0.413, -0.595, -0.418, -0.538, 0.071, 0.310, -0.628, 0.357, 0.325, 0.417, 0.037, 0.270, 0.329, -0.448, -0.698, -0.095, -0.273, -0.208, -0.365, 0.432, 0.359, 0.305, 0.495, 0.208, 0.284, -0.107, 0.318, 0.067, -0.176, -0.220, 0.188, -0.390, 0.306, -0.165, -0.388, -0.208, -0.141, 0.027, 0.479, 0.480, -0.079, 0.070, -0.041, -0.575, 0.350, -0.148, -0.190, 0.326, -0.095, 0.271, -0.787, -0.408, -0.455, 0.395, 0.392, -0.145, 0.337, 0.327, 0.251, -1.046, -0.200, 0.141, 0.086, 0.351, 0.275, 0.347, 0.233, -0.122, -0.395, -0.601, -0.434, 0.232, 0.014, 0.273, 0.289, 0.392, 0.252]}


# 2
{"formula": "C11H17Cl2NO2PRu", "method": "ωB97M-V with the def2-TZVPD basis set", "lumo_ev": [-13.54, -15.46], "homo_energy_ev": [-19.784, -19.682], "spin_multiplicity": 5, "charge": 3, "largest_force_ev_per_a": 8.82, "e_tot_ev": -54148.397, "relative_energy_ev": 1.024, "symbols": ["C", "C", "H", "H", "H", "O", "Cl", "Ru", "P", "C", "C", "H", "H", "H", "C", "H", "H", "H", "H", "H", "H", "C", "O", "Cl", "C", "C", "C", "N", "C", "C", "H", "H", "H", "H", "H"], "coordinates": [[-0.671, 3.863, 1.410], [-0.407, 2.356, 1.478], [-0.029, 4.461, 0.706], [-0.668, 4.354, 2.410], [-1.684, 4.116, 1.017], [0.250, 1.817, 0.476], [-1.357, 1.398, 2.491], [0.356, -1.791, -0.959], [-1.462, -0.271, -1.591], [-1.245, -0.032, -3.418], [-3.100, -1.175, -1.408], [-2.662, 1.491, -0.235], [-3.138, 1.621, -1.923], [-1.580, 2.240, -1.433], [-2.276, 1.409, -1.263], [-3.330, -1.196, -0.332], [-3.946, -0.686, -1.930], [-2.141, 0.324, -3.960], [-0.915, -0.988, -3.851], [-2.956, -2.207, -1.751], [-0.447, 0.718, -3.565], [1.575, -1.252, -2.217], [2.397, -1.079, -3.034], [-0.656, -3.820, -0.721], [3.635, -1.473, 3.005], [3.541, -2.354, 1.920], [2.538, -2.258, 0.936], [1.554, -1.342, 0.949], [1.616, -0.559, 2.072], [2.632, -0.509, 3.025], [4.414, -1.491, 3.793], [4.282, -3.155, 1.853], [2.511, -2.955, 0.091], [0.823, 0.152, 2.163], [2.544, 0.275, 3.795]], "mulliken_charge": [-1.049, 0.730, 0.330, 0.377, 0.315, -0.503, -0.082, 0.314, 1.503, -1.296, -1.162, 0.359, 0.538, 0.377, -1.190, 0.406, 0.390, 0.386, 0.409, 0.388, 0.417, 0.289, -0.137, -0.144, -0.313, -0.646, 0.183, -0.077, 0.537, -0.498, 0.503, 0.420, 0.545, -0.044, 0.423]}


# 3
{"formula": "C5H15NO2", "method": "ωB97M-V with the def2-TZVPD basis set", "smiles": "CC(C)[C@H](N)CO.O", "lumo_ev": 0.60, "homo_energy_ev": -9.302, "largest_force_ev_per_a": 3.01, "e_tot_ev": -11012.706, "relative_energy_ev": 1.241, "symbols": ["C", "C", "C", "C", "N", "C", "O", "H", "H", "H", "H", "H", "H", "H", "H", "H", "H", "H", "H", "H", "O", "H", "H"], "coordinates": [[-1.317, 0.285, -2.144], [0.153, 0.052, -1.682], [0.990, 1.107, -2.412], [0.272, 0.225, -0.144], [1.638, -0.181, 0.206], [-0.839, -0.546, 0.636], [-0.582, -0.210, 2.006], [-2.005, 0.684, -1.410], [-1.772, -0.645, -2.519], [-1.332, 0.811, -3.101], [0.517, -0.926, -2.001], [2.033, 1.054, -2.097], [0.636, 2.064, -2.038], [0.924, 1.076, -3.495], [0.165, 1.296, 0.056], [1.944, 0.281, 1.052], [1.604, -1.166, 0.444], [-1.768, -0.207, 0.206], [-0.649, -1.603, 0.456], [-1.150, 0.535, 2.226], [0.397, -1.267, 5.550], [0.663, -1.173, 4.628], [-0.521, -1.546, 5.577]], "mulliken_charge": [-1.425, 0.741, -1.699, -0.199, -0.636, -0.643, -0.444, 0.323, 0.317, 0.387, 0.295, 0.410, 0.389, 0.409, 0.316, 0.271, 0.270, 0.317, 0.313, 0.289, -0.640, 0.325, 0.314]}